(1)
# C9H21BCl6I

4 unconnected molecules or ions with the total composition C9H21BCl6I at a distorted geometry (ωB97M-V/def2-TZVPD, the Open Molecules 2025 dataset).

Computed properties:
* E_tot: -3439.1933 hartree
* HOMO level: -0.1789 Ha
* LUMO: 2.215 eV
* orbital gap: 7.1 eV
* 2S+1: 1
* charge: -1

Structure (XYZ):
```
38
Properties=species:S:1:pos:R:3:forces:R:3:lowdin_charge:R:1
B 2.371 -1.754 -2.400 -0.424 -0.576 1.018 -0.57
C 0.883 -2.282 -1.939 -1.058 0.283 0.176 -0.39
C -0.360 -1.280 -2.377 -0.410 -3.330 -0.346 -0.69
C -1.751 -2.129 -2.001 -0.336 1.321 0.116 -0.20
I -0.193 0.598 -1.183 -0.273 -0.821 -0.683 0.71
H 2.503 -1.604 -3.558 -0.239 0.272 -1.251 -0.03
H 3.166 -2.595 -2.086 0.493 -0.617 0.267 -0.03
H 2.670 -0.774 -1.789 0.118 0.807 0.288 -0.04
H 0.809 -2.425 -0.757 -0.060 0.265 -2.342 0.09
H 0.683 -3.329 -2.431 -0.103 1.807 0.797 0.09
H -0.381 -1.051 -3.547 0.309 -0.046 2.793 0.10
H -2.517 -1.437 -1.430 1.331 -1.363 -1.220 0.03
H -2.252 -2.460 -3.017 0.988 0.377 2.156 0.07
H -1.500 -3.024 -1.285 -0.406 1.691 -1.654 0.07
Cl -4.850 0.061 0.665 -0.093 -0.003 0.006 0.52
C -3.385 0.311 1.648 0.379 0.008 0.205 -0.67
C -3.008 -0.930 2.442 0.364 0.103 -0.373 -0.67
Cl -4.181 -1.282 3.736 -0.145 -0.056 0.144 0.51
H -3.558 1.171 2.302 -0.054 -0.253 -0.071 0.07
H -2.579 0.567 0.954 -0.060 -0.175 0.070 0.00
H -2.038 -0.780 2.927 -0.317 0.053 -0.195 0.00
H -2.935 -1.813 1.801 -0.142 0.222 0.090 0.07
Cl 0.018 0.567 3.539 0.179 0.059 0.017 0.58
C 0.206 -0.301 5.084 -0.012 -0.066 0.276 -0.65
C 1.598 -0.132 5.671 -0.147 0.045 0.151 -0.67
Cl 2.841 -0.967 4.705 -0.041 0.055 0.003 0.54
H -0.035 -1.355 4.912 0.152 0.210 -0.028 0.07
H -0.539 0.112 5.770 0.170 -0.026 -0.065 0.07
H 1.633 -0.567 6.675 -0.094 0.024 -0.186 0.07
H 1.879 0.923 5.747 -0.094 -0.214 -0.136 0.07
Cl 2.838 2.130 -4.528 -0.025 0.114 0.035 0.54
C 2.247 3.197 -3.229 -0.091 0.075 0.129 -0.67
C 1.321 4.281 -3.755 -0.167 -0.355 0.357 -0.67
Cl 2.183 5.476 -4.756 0.045 0.133 -0.127 0.51
H 3.116 3.622 -2.718 -0.162 -0.019 -0.204 0.07
H 1.710 2.562 -2.519 0.006 0.065 -0.177 -0.01
H 0.879 4.830 -2.918 0.141 -0.107 -0.105 0.07
H 0.507 3.861 -4.354 0.279 0.037 0.067 0.07
```
Positions in Å, forces in eV/Å.

=====

(2)
# C3H3CdO2

A molecular structure, C3H3CdO2 at a distorted geometry (ωB97M-V/def2-TZVPD, the Open Molecules 2025 dataset).

Computed properties:
* E_tot: -434.0957 hartree
* HOMO level (spin up / spin down): -0.2885 / -0.3030 Ha
* LUMO (spin up / spin down): -1.894 / -1.895 eV
* orbital gap (spin up / spin down): 6.0 / 6.3 eV
* 2S+1: 2

Structure (XYZ):
```
9
Properties=species:S:1:pos:R:3:forces:R:3:lowdin_charge:R:1
C -0.696 0.966 0.425 -0.601 -0.247 -0.383 -0.15
C -0.818 -0.327 -0.326 0.411 -0.546 0.579 -0.41
H -1.153 -1.170 0.311 0.066 0.516 -0.142 0.11
H -1.479 1.084 1.189 0.449 0.690 -0.238 0.00
H -1.463 -0.357 -1.223 0.496 0.278 0.125 0.11
O 2.418 -0.221 0.395 -1.053 -0.390 0.271 -0.22
C 1.345 -0.860 0.511 1.623 0.109 -0.380 -0.31
O 0.564 -0.613 -0.700 -0.755 -0.823 -0.535 -0.38
Cd 1.282 1.497 -0.581 -0.635 0.414 0.703 1.27
```
Positions in Å, forces in eV/Å.

=====

(3)
# C2H5N5O

A single C2H5N5O molecule at a distorted geometry (ωB97M-V/def2-TZVPD, the Open Molecules 2025 dataset).

Computed properties:
* E_tot: -428.1018 hartree
* HOMO level: -0.3245 Ha
* LUMO: 0.452 eV
* orbital gap: 9.3 eV
* 2S+1: 1
* SMILES: [H]/N=c1/nc(N)on1N

Structure (XYZ):
```
13
Properties=species:S:1:pos:R:3:forces:R:3:lowdin_charge:R:1
C 1.154 -0.184 -0.014 -0.551 -1.116 -2.341 -0.63
C -0.862 -0.906 -0.163 -1.295 -0.508 -0.761 -0.50
H 3.059 -1.309 -0.166 -3.469 3.771 1.417 0.23
H 3.244 0.448 -0.107 -3.294 -1.209 0.500 0.15
H -2.797 -0.987 -0.182 -0.457 0.789 -0.521 0.02
H -1.339 1.167 1.374 0.056 -0.566 -2.853 0.17
H -1.627 2.220 0.015 0.065 -1.424 0.132 0.12
N 2.446 -0.283 0.086 9.180 -2.614 -0.808 0.10
N 0.431 -1.286 0.040 -0.753 0.257 0.614 0.15
N -1.975 -1.542 -0.120 2.428 -0.802 0.862 0.14
N -0.905 0.481 -0.622 0.702 1.869 1.588 0.00
N -1.514 1.219 0.290 -1.462 2.376 1.909 0.01
O 0.685 0.962 -0.432 -1.149 -0.823 0.261 0.03
```
Positions in Å, forces in eV/Å.

=====

What is the formula in the first record? C9H21BCl6I

=====

E_tot of number 3 (C2H5N5O)? -428.1018 hartree